{
  "formula": "C26H45F4N9NiO4Si",
  "method": "the ωB97M-V functional and the def2-TZVPD basis",
  "s2": 2.004,
  "homo_lumo_gap_ev": [7.36, 7.30],
  "e_tot_ev": -109089.086,
  "total_charge": 0,
  "multiplicity": 3,
  "e_homo_ev": [-6.87, -6.81],
  "symbols": ["H", "H", "N", "H", "C", "C", "H", "H", "H", "C", "C", "F", "O", "H", "H", "H", "C", "H", "O", "H", "H", "H", "C", "H", "C", "H", "C", "N", "H", "H", "C", "H", "H", "C", "N", "H", "C", "C", "H", "H", "H", "N", "N", "F", "N", "H", "H", "C", "Ni", "H", "H", "H", "F", "H", "C", "H", "C", "N", "Si", "C", "C", "C", "H", "C", "O", "H", "H", "H", "C", "C", "H", "H", "C", "H", "N", "C", "H", "H", "C", "H", "N", "F", "H", "H", "O", "C", "H", "C", "H", "H"],
  "positions_angstrom": [[-2.46589, 2.18485, -4.46134], [-2.99013, -3.70950, 2.25163], [-1.34496, 2.33966, -2.66142], [2.23648, 0.79623, 0.15179], [-2.13235, 0.27085, -3.58046], [-2.89546, 0.60504, 0.96994], [0.38904, 1.07411, 3.07847], [-2.24647, -2.26199, -2.76638], [-3.12789, 0.32696, -3.13626], [-4.18652, 0.87031, 1.30249], [-1.35460, -2.47659, 2.95523], [-0.33683, 5.80368, 0.33530], [1.97121, -0.72917, 1.84838], [-5.61244, 2.01524, 0.20709], [4.37729, -0.48871, 2.79463], [2.15578, -5.19226, -1.11575], [-0.70191, 5.46893, -0.91035], [-4.78376, 0.59746, 2.15743], [-0.03593, -0.10751, 0.22439], [2.92129, -3.08079, 1.93383], [0.48175, -0.07022, -3.75951], [-1.86572, -3.18035, 0.98201], [2.30466, 0.06759, 2.99179], [-2.81866, -1.20849, -1.44638], [-1.66453, 1.68762, -3.91269], [2.41809, -0.14411, 5.14272], [2.09775, -0.73024, 4.27742], [3.00079, 2.40995, -2.36944], [-0.26150, -1.66966, -3.97541], [0.68570, -5.17374, -0.11437], [-1.93818, -1.54695, -1.99332], [2.68378, -1.65311, 4.24742], [-3.04065, -2.03223, 1.66162], [2.79609, -2.54330, -0.83638], [-2.61094, 1.20173, -0.24829], [-2.14136, 0.03758, 1.49563], [1.45023, 1.33480, 3.01044], [-2.05245, -1.94632, 4.19631], [3.69505, -3.10347, -1.10117], [2.11985, -4.66332, 1.81402], [-1.26176, -2.04020, -1.29726], [1.76466, 2.17942, -2.67148], [-4.68520, 1.63931, 0.26841], [-0.53199, 3.20241, -0.28902], [-1.25259, -0.39441, -2.59627], [-2.19989, -0.33861, -4.49037], [3.43033, 3.18054, -4.10860], [-0.94229, 6.45748, -1.84758], [-0.72675, 1.12392, -1.15943], [0.76143, -4.19511, -1.59358], [-1.10382, -4.43733, 3.82780], [2.27727, -2.27008, -1.76142], [-1.72244, 4.38557, -4.72948], [-0.79906, 1.64934, -4.59148], [-1.28485, 6.02655, -3.11408], [-3.80541, 2.39416, -1.54312], [2.32235, 1.33435, -0.78163], [3.80408, 3.19920, -3.17085], [0.50754, -1.19005, 1.22213], [-1.21451, 3.66160, -2.51135], [-0.02470, -0.88421, -3.24511], [1.34130, -4.56409, -0.74220], [1.60092, 1.91187, 2.09243], [-0.82278, 4.14707, -1.23402], [0.74402, -2.65681, 0.48958], [3.62384, -4.36453, 0.92765], [3.93516, 0.98485, 1.90928], [3.09652, -1.63248, -0.31553], [3.77484, 0.42277, 2.83414], [-3.70168, 1.81281, -0.63842], [1.71462, 1.95946, 3.86610], [1.04294, -0.98475, 4.39463], [1.89289, -3.39611, 0.05975], [-0.86086, 7.50741, -1.60439], [1.30933, 1.47252, -1.65311], [-0.49663, -3.68821, 3.31270], [4.74627, 2.84570, -3.11515], [-2.64915, -1.06490, 3.94369], [-1.41012, 4.69612, -3.45064], [-1.31543, -1.65776, 4.95057], [3.42416, 1.93059, -1.22294], [-1.50689, 6.93827, -4.07364], [-2.71044, -2.70741, 4.62264], [0.33085, -3.39908, 3.96616], [-0.56107, -1.39887, 2.46192], [2.68700, -3.91082, 1.26187], [4.11462, 1.03138, 3.67595], [-2.38284, -2.87427, 1.89656], [-0.08508, -4.13275, 2.40602], [0.63559, -1.29239, -2.47889]],
  "forces_ev_per_a": [[-0.05, -0.02, -0.08], [-0.02, 0.01, -0.02], [-0.03, 0.09, 0.20], [0.01, 0.02, -0.12], [0.10, 0.08, 0.10], [0.04, 0.13, -0.21], [0.10, 0.05, 0.01], [-0.01, -0.01, -0.02], [0.01, -0.02, 0.04], [-0.01, 0.10, -0.13], [-0.02, -0.11, -0.15], [0.04, 0.02, 0.13], [0.11, -0.21, 0.18], [-0.08, 0.05, -0.03], [-0.03, 0.06, -0.01], [-0.08, 0.03, 0.02], [0.00, 0.06, -0.10], [0.05, 0.03, -0.09], [-0.08, 0.20, -0.12], [0.01, -0.08, -0.07], [0.01, 0.03, 0.03], [-0.06, 0.01, 0.06], [-0.11, 0.12, -0.01], [0.04, 0.00, -0.02], [0.17, 0.01, 0.17], [-0.02, -0.02, -0.05], [-0.07, -0.08, -0.09], [0.19, 0.14, -0.24], [0.00, 0.00, 0.01], [0.05, 0.04, -0.06], [0.02, 0.14, 0.03], [-0.04, 0.04, 0.00], [0.05, -0.13, 0.03], [-0.16, 0.10, 0.06], [0.03, -0.32, 0.39], [-0.04, 0.11, -0.07], [-0.09, -0.07, -0.10], [-0.05, 0.10, 0.11], [-0.02, 0.01, -0.02], [-0.01, 0.06, -0.01], [0.03, 0.03, 0.04], [0.07, -0.20, 0.28], [-0.01, -0.08, 0.13], [0.07, 0.22, 0.35], [0.14, -0.22, -0.17], [-0.06, -0.02, -0.02], [-0.01, -0.08, -0.11], [0.00, 0.18, 0.01], [-0.33, -0.54, -0.32], [0.05, -0.04, 0.06], [0.04, 0.03, -0.03], [0.08, -0.03, 0.16], [-0.06, 0.02, -0.15], [-0.01, 0.02, 0.02], [0.02, 0.01, 0.05], [0.04, -0.06, 0.07], [-0.20, -0.12, -0.10], [-0.10, 0.28, 0.24], [-0.03, 0.02, -0.26], [0.05, -0.08, 0.01], [-0.14, 0.05, 0.07], [-0.02, -0.14, -0.07], [-0.03, -0.02, 0.12], [-0.04, -0.26, -0.24], [0.13, 0.00, 0.09], [-0.07, -0.01, 0.02], [0.01, -0.03, 0.08], [0.02, -0.02, 0.01], [0.11, 0.01, -0.04], [0.01, 0.05, 0.06], [-0.01, 0.00, -0.03], [0.07, 0.00, 0.01], [-0.02, 0.08, -0.02], [0.00, -0.08, -0.03], [0.27, 0.10, 0.19], [0.10, 0.04, -0.05], [0.15, -0.14, -0.08], [0.04, -0.05, 0.03], [0.01, -0.05, 0.07], [-0.06, -0.02, -0.04], [-0.16, 0.03, -0.11], [-0.03, 0.10, -0.11], [0.02, 0.05, -0.01], [-0.06, 0.01, -0.02], [0.03, -0.10, 0.15], [-0.02, 0.16, 0.07], [0.00, -0.02, -0.06], [0.06, 0.05, -0.08], [0.01, 0.01, 0.05], [-0.08, 0.08, -0.05]]
}